{"formula": "C37H51N3P", "method": "ωB97M-V/def2-TZVPD", "species": ["C", "C", "C", "C", "C", "C", "C", "C", "C", "C", "C", "C", "N", "P", "H", "N", "C", "C", "C", "C", "C", "C", "C", "C", "C", "C", "C", "C", "C", "C", "H", "H", "H", "H", "H", "H", "H", "H", "H", "H", "H", "H", "H", "H", "H", "H", "H", "H", "H", "H", "H", "H", "H", "H", "H", "H", "H", "H", "H", "H", "H", "H", "H", "H", "H", "H", "C", "C", "C", "N", "C", "C", "C", "C", "C", "C", "C", "C", "H", "H", "H", "H", "H", "H", "H", "H", "H", "H", "H", "H", "H", "H"], "xyz": [[-3.6509, -0.9836, -3.0754], [-3.2227, -0.7607, -1.6224], [-3.8951, -1.7867, -0.7216], [-3.5803, 0.6511, -1.1379], [-4.9280, 1.0023, -1.0631], [-5.2987, 2.3047, -0.7577], [-4.3101, 3.2610, -0.5343], [-2.9579, 2.9238, -0.5699], [-1.9278, 4.0566, -0.4551], [-2.2528, 5.0339, 0.6776], [-1.8108, 4.8021, -1.7835], [-2.5887, 1.5858, -0.8064], [-1.1721, 1.2179, -0.9334], [-0.0706, 0.5677, 0.2170], [0.0580, -1.2624, 0.7072], [1.1950, 1.2652, -0.6989], [2.5407, 1.6827, -0.2907], [3.6090, 0.7816, -0.4056], [3.3957, -0.6409, -0.9436], [3.8516, -1.6595, 0.0908], [4.1364, -0.8672, -2.2641], [4.9003, 1.1808, -0.0603], [5.1491, 2.4929, 0.3223], [4.1023, 3.4129, 0.3430], [2.8007, 3.0294, 0.0216], [1.7239, 4.1216, -0.0780], [1.8473, 4.8749, -1.4013], [1.7687, 5.1014, 1.0973], [0.8022, 1.5631, -2.0031], [-0.5405, 1.5323, -2.1357], [-3.2585, -0.2012, -3.7350], [-3.2792, -1.9518, -3.4285], [-4.7458, -0.9835, -3.1595], [-2.1330, -0.8796, -1.5587], [-3.5501, -1.6722, 0.3121], [-4.9853, -1.6617, -0.7161], [-3.6693, -2.8011, -1.0657], [-5.6857, 0.2458, -1.2569], [-6.3477, 2.5840, -0.7077], [-4.5939, 4.2949, -0.3318], [-0.9687, 3.5735, -0.2353], [-2.4594, 4.4967, 1.6093], [-1.4117, 5.7159, 0.8549], [-3.1300, 5.6469, 0.4331], [-1.5157, 4.1200, -2.5923], [-2.7815, 5.2440, -2.0518], [-1.0749, 5.6132, -1.7306], [2.3209, -0.7783, -1.1180], [3.3973, -1.4563, 1.0657], [3.5529, -2.6676, -0.2165], [4.9419, -1.6376, 0.2195], [3.8809, -0.1021, -3.0057], [5.2228, -0.8404, -2.1083], [3.8716, -1.8474, -2.6748], [5.7080, 0.4520, -0.1006], [6.1532, 2.8104, 0.5916], [4.2968, 4.4534, 0.6081], [0.7605, 3.5985, -0.0595], [1.7526, 4.1903, -2.2549], [1.0808, 5.6530, -1.4968], [2.8312, 5.3615, -1.4660], [1.7988, 4.5653, 2.0517], [2.6525, 5.7498, 1.0399], [0.8827, 5.7487, 1.0954], [1.5338, 1.8651, -2.7445], [-1.1261, 1.8030, -3.0071], [-2.1999, -5.8525, 2.8768], [-3.2302, -5.0438, 2.0749], [-2.4888, -3.8626, 1.4531], [-1.0830, -4.0875, 1.7314], [-0.1396, -3.2405, 1.4205], [1.2211, -3.6739, 1.5809], [1.6771, -4.8776, 0.9398], [2.8553, -5.4904, 1.3389], [3.6475, -4.9017, 2.3330], [3.2531, -3.6816, 2.9046], [2.0806, -3.0606, 2.5261], [-0.8210, -5.3382, 2.4612], [-2.3315, -5.6968, 3.9505], [-2.2647, -6.9221, 2.6654], [-3.6568, -5.6578, 1.2684], [-4.0444, -4.6909, 2.7129], [-2.6647, -3.8215, 0.3711], [-2.8265, -2.9100, 1.8896], [-0.5139, -2.2073, 1.2075], [1.0557, -5.3346, 0.1789], [3.1559, -6.4417, 0.8839], [4.5749, -5.4004, 2.6540], [3.8899, -3.2165, 3.6603], [1.7498, -2.1160, 2.9754], [-0.1684, -5.1821, 3.3326], [-0.3248, -6.0812, 1.8146]], "forces_ev_per_angstrom": [[0.005, 0.111, -0.081], [-0.111, 0.439, 0.233], [-0.023, -0.115, 0.222], [0.328, -0.623, -0.022], [0.104, 0.255, 0.031], [0.212, 0.048, 0.098], [-0.175, -0.244, -0.044], [0.440, 0.468, 0.077], [-0.019, -0.521, 0.280], [-0.028, -0.033, 0.122], [-0.144, -0.043, -0.337], [-0.019, -0.263, -0.389], [-0.389, -0.617, -0.172], [-0.289, 1.892, 2.257], [0.386, 2.675, -2.320], [0.561, -0.521, -0.124], [0.164, -0.251, -0.307], [-0.259, -0.663, -0.185], [-0.003, 0.446, 0.275], [-0.043, -0.185, 0.226], [-0.015, 0.130, -0.074], [-0.145, 0.229, 0.033], [-0.198, 0.039, 0.062], [0.151, -0.241, -0.029], [-0.452, 0.489, -0.004], [0.009, -0.544, 0.285], [0.210, -0.033, -0.291], [0.002, -0.038, 0.119], [-0.842, 0.338, -0.453], [0.822, 0.392, -0.454], [-0.065, -0.150, 0.099], [-0.090, 0.126, 0.003], [0.226, 0.017, -0.022], [-0.234, -0.018, 0.002], [-0.115, 0.012, -0.191], [0.247, -0.107, -0.057], [-0.105, 0.070, -0.001], [0.099, 0.231, -0.062], [0.153, -0.057, -0.016], [0.069, -0.322, -0.094], [-0.291, 0.182, -0.032], [0.036, 0.120, -0.092], [-0.186, -0.133, -0.092], [0.201, -0.091, 0.081], [-0.049, 0.239, 0.150], [0.219, -0.083, 0.038], [-0.158, -0.182, 0.051], [0.217, 0.002, 0.035], [0.110, 0.008, -0.187], [0.141, 0.032, 0.060], [-0.217, -0.058, -0.046], [0.040, -0.134, 0.093], [-0.210, 0.002, -0.064], [0.089, 0.113, 0.027], [-0.108, 0.216, -0.054], [-0.143, -0.074, -0.057], [-0.013, -0.332, -0.113], [0.286, 0.194, 0.030], [0.010, 0.233, 0.153], [0.152, -0.172, 0.078], [-0.211, -0.096, -0.007], [-0.019, 0.118, -0.096], [-0.206, -0.098, 0.036], [0.204, -0.121, -0.047], [-0.121, -0.205, 0.140], [0.119, -0.210, 0.122], [0.056, 0.047, 0.275], [-0.379, -0.363, -0.261], [-1.051, 0.330, 0.076], [1.778, 0.418, -0.213], [-2.094, -1.535, 1.400], [2.157, -0.965, 0.043], [-0.465, 0.932, 0.807], [0.149, 0.106, -0.099], [-0.140, 0.206, 0.085], [0.821, -0.484, 0.104], [-1.360, 0.119, -0.547], [-0.100, -1.408, -0.123], [-0.081, -0.115, -0.152], [-0.126, 0.177, 0.180], [0.016, 0.182, 0.368], [0.077, -0.167, -0.190], [0.317, 0.064, 0.407], [0.350, -0.246, -0.150], [0.632, -0.728, -0.353], [0.028, 0.002, -0.011], [-0.095, 0.493, 0.140], [-0.547, 0.367, -0.139], [-0.224, -0.129, -0.253], [0.287, -0.396, -0.053], [-0.085, 0.326, -0.483], [-0.239, 0.483, 0.242]], "charge": 1, "gap_ev": 5.594, "lumo_ev": -3.8, "total_energy_ev": -52947.4256, "spin_multiplicity": 1, "e_homo_ha": -0.3451}